Formula: C19H47Cl2N2O10
Source: the Open Molecules 2025 dataset
Level of theory: ωB97M-V with the def2-TZVPD basis set

Summary:
- orbital gap (eV) = 10.597
- M (g/mol) = 534.50
- charge = +1
- E_LUMO (eV) = -2.02
- highest occupied orbital energy (eV) = -12.62

Last column: Mulliken charge in e.
CARTESIAN COORDINATES (ANGSTROEM)
C -1.9209 -0.4911 3.6432  -1.160
C -0.6346 -1.0887 3.0799  -0.193
N -0.6385 -1.0158 1.5971  0.014
C 0.5678 -0.5781 0.9774  -1.143
C 1.7665 -1.4259 1.4400  -0.943
C 1.4921 -2.9335 1.3585  -1.066
C 0.9802 0.9356 1.1048  -0.263
C -0.1347 1.9409 1.4207  -0.540
Cl -0.7045 2.8537 -0.0347  -0.096
C 0.2692 3.0086 2.4508  0.460
C -0.8839 3.9076 2.8962  -1.354
Cl 0.9742 2.2224 3.9057  -0.172
C 1.7657 1.1816 -0.1861  -2.228
C 1.0249 0.4169 -1.2746  0.064
C 1.8619 0.0531 -2.5043  -1.265
C 2.7499 1.2168 -2.9515  -0.448
C 1.9445 2.4820 -3.1246  0.556
O 0.8596 2.5280 -3.6506  -0.578
O 2.5613 3.5703 -2.6171  -0.451
N 0.5347 -0.8081 -0.5567  0.944
C -0.6588 -1.4538 -1.1853  -1.201
C -1.9492 -0.6596 -1.0603  -0.079
O -2.7228 -1.0245 -2.1969  -0.350
C -4.0693 -0.8506 -2.0648  0.279
O -4.7939 -1.7655 -2.3563  -0.606
C -4.5411 0.4881 -1.5919  -0.109
C -4.0163 1.6268 -2.4974  -1.092
H -2.7781 -0.7515 3.0172  0.296
H -2.1165 -0.8667 4.6454  0.432
H -1.8526 0.5981 3.6907  0.158
H -0.5846 -2.1397 3.3612  0.430
H 0.2119 -0.5538 3.5101  0.163
H -1.4084 -0.4116 1.3411  0.115
H 2.6464 -1.1751 0.8481  0.371
H 2.0242 -1.1819 2.4718  0.629
H 1.3582 -3.2319 0.3107  0.298
H 2.3447 -3.4823 1.7464  0.485
H 0.5781 -3.2054 1.8834  0.127
H 1.7160 0.9758 1.9041  1.444
H -1.0343 1.4507 1.7893  0.149
H 1.0772 3.6129 2.0371  0.427
H -1.3154 3.5373 3.8252  0.380
H -1.6780 3.9517 2.1539  0.335
H -0.5367 4.9250 3.0675  0.372
H 1.9079 2.2305 -0.4314  0.491
H 2.7758 0.7754 -0.0860  0.581
H 0.1578 0.9645 -1.6362  0.568
H 1.2175 -0.2573 -3.3265  0.459
H 2.5198 -0.7863 -2.2478  0.354
H 3.1732 0.9566 -3.9228  0.565
H 3.5529 1.3808 -2.2417  0.056
H 1.8908 4.2569 -2.4814  0.378
H 1.2715 -1.4966 -0.7261  0.679
H -0.7716 -2.4680 -0.8083  0.311
H -0.4301 -1.5406 -2.2500  0.622
H -1.7714 0.4192 -1.0019  0.011
H -2.4756 -0.9647 -0.1549  0.764
H -4.1996 0.6648 -0.5693  0.267
H -5.6277 0.4536 -1.5505  0.423
H -3.1634 2.1275 -2.0362  0.186
H -3.6536 1.2318 -3.4464  0.358
H -4.7798 2.3771 -2.6804  0.372
O 5.6856 1.6648 -0.9103  -0.600
H 5.6087 2.5523 -1.2749  0.287
H 6.4885 1.6908 -0.3724  0.292
O 4.6856 -2.3738 0.7129  -0.567
H 5.3017 -3.1102 0.7818  0.273
H 5.2369 -1.5905 0.8178  0.279
O 8.4225 0.5783 -0.3654  -0.594
H 8.6112 -0.3405 -0.1544  0.299
H 9.1547 0.8501 -0.9274  0.309
O -5.0445 -3.5075 0.3664  -0.623
H -5.7369 -4.1464 0.1734  0.297
H -5.0439 -2.9154 -0.3929  0.318
O -0.8128 -4.7559 2.8739  -0.632
H -1.4710 -4.9426 2.1953  0.314
H -1.3192 -4.7220 3.6920  0.298
O -7.5255 -0.6693 -3.8502  -0.634
H -6.8505 -1.2487 -3.4779  0.344
H -7.1831 0.2199 -3.7284  0.303

Forces on atoms 1 to 6 (eV/Å):
C 0.1 0.1 -0.2
C -0.3 -0.2 0.0
N -0.3 0.4 -0.1
C 0.8 0.5 0.5
C -0.2 -0.6 0.4
C -0.1 0.5 -0.4